[1]
The following is a DFT calculation (wB97M-V/def2-TZVPD) of a single C4H8OS molecule at a distorted geometry.

The highest occupied orbital energy comes out at -8.042 eV. As for the SMILES: CS/C=C\CO. The value obtained for the HOMO-LUMO gap is 8.963 eV. The value obtained for the LUMO energy is 0.92 eV.

CARTESIAN COORDINATES (ANGSTROEM)
C (-1.9879, -1.9240, -0.5073)
S (-0.6444, -0.9223, -0.9777)
C (-0.0452, -0.4229, 0.5724)
C (0.7709, 0.6718, 0.6669)
C (1.0875, 1.6483, -0.3358)
O (2.5545, 1.6828, -0.4174)
H (-1.8309, -2.3631, 0.5095)
H (-2.1612, -2.7204, -1.1835)
H (-2.9020, -1.3247, -0.3230)
H (-0.3355, -1.0474, 1.4204)
H (1.1723, 0.8023, 1.6232)
H (0.8101, 1.2613, -1.3243)
H (0.6471, 2.6360, -0.1427)
H (2.8646, 2.0224, 0.4192)

[2]
The following is a DFT calculation (wB97M-V/def2-TZVPD) of a single C4H8OS molecule at a distorted geometry.

The highest occupied orbital energy comes out at -8.912 eV. The value obtained for the HOMO-LUMO gap is 9.784 eV. The value obtained for the LUMO energy is 0.87 eV.

CARTESIAN COORDINATES (ANGSTROEM)
C (-0.2954, -0.8206, -0.5073)
C (-0.4899, 0.5576, 0.5142)
C (0.4732, -1.8998, 0.2108)
C (-0.6954, 1.8950, 0.0128)
O (-2.8933, 0.0495, -0.5636)
S (-1.9005, -0.5978, 0.3498)
H (-0.2394, -0.6962, -1.5606)
H (0.1124, 0.3522, 1.4363)
H (1.4651, -1.4468, 0.6771)
H (0.7927, -2.7385, -0.4638)
H (-0.2227, -2.2892, 0.9871)
H (-1.6173, 1.9896, -0.4551)
H (0.2813, 2.4073, -0.5388)
H (-0.7101, 2.5419, 0.9428)

[3]
The following is a DFT calculation (wB97M-V/def2-TZVPD) of a single C4H8OS molecule at a distorted geometry.

The highest occupied orbital energy comes out at -9.267 eV. As for the SMILES: O=CCCCS. The value obtained for the HOMO-LUMO gap is 10.150 eV. The value obtained for the LUMO energy is 0.88 eV.

CARTESIAN COORDINATES (ANGSTROEM)
O (-0.1600, 2.9659, 0.6674)
C (0.1467, 2.5646, -0.3870)
C (0.0014, 1.2127, -0.8150)
C (-0.4388, 0.1711, 0.1369)
C (-0.2924, -1.1971, -0.5536)
S (0.3788, -2.5469, 0.4789)
H (0.5784, 3.3451, -1.1151)
H (-0.5876, 1.1064, -1.7684)
H (0.9489, 0.7687, -1.1766)
H (0.2825, 0.2048, 0.9681)
H (-1.3208, 0.3669, 0.7554)
H (0.4903, -1.0477, -1.2813)
H (-1.2244, -1.4461, -1.1579)
H (-0.4495, -2.7828, 1.4866)

[4]
The following is a DFT calculation (wB97M-V/def2-TZVPD) of a single C4H8OS molecule at a distorted geometry.

The highest occupied orbital energy comes out at -9.160 eV. As for the SMILES: O=CCCCS. The value obtained for the HOMO-LUMO gap is 10.072 eV. The value obtained for the LUMO energy is 0.91 eV.

CARTESIAN COORDINATES (ANGSTROEM)
O (-2.1719, 0.5610, 1.6969)
C (-1.8842, -0.5347, 1.2984)
C (-0.5801, -0.8532, 0.6093)
C (-0.0731, 0.2832, -0.2728)
C (1.4278, 0.2155, -0.5236)
S (1.9310, 0.8578, -2.1824)
H (-2.6273, -1.3490, 1.4111)
H (-0.7340, -1.7406, -0.0147)
H (0.1984, -1.1626, 1.3080)
H (-0.6610, 0.2835, -1.1989)
H (-0.2874, 1.2644, 0.1580)
H (1.8130, -0.8029, -0.5404)
H (1.9746, 0.8369, 0.1753)
H (1.6743, 2.1407, -1.9242)

[5]
The following is a DFT calculation (wB97M-V/def2-TZVPD) of an isolated ion of composition C4H8OS and charge +1 at a distorted geometry.

The highest occupied orbital energy (alpha / beta) comes out at -13.596 / -13.346 eV. The value obtained for the HOMO-LUMO gap (alpha / beta) is 9.115 / 3.709 eV. Its charge is +1. The value obtained for the LUMO energy (alpha / beta) is -4.48 / -9.64 eV. Its expectation value of S² is 0.754. Its multiplicity is 2.

CARTESIAN COORDINATES (ANGSTROEM)
O (2.7338, -0.9679, -1.8045)
C (2.0979, -0.6532, -0.8151)
C (0.9341, 0.3724, -0.5738)
C (-0.3214, -0.2345, -0.2969)
C (-1.2028, 0.6160, 0.6432)
S (-2.8405, -0.0018, 0.9874)
H (2.0819, -1.2968, 0.1315)
H (1.2165, 0.8842, 0.4165)
H (1.0076, 1.1320, -1.3863)
H (-0.4219, -1.3612, 0.2121)
H (-0.7883, -0.2790, -1.2029)
H (-0.6967, 1.0409, 1.5718)
H (-1.3953, 1.4979, 0.0716)
H (-2.4049, -0.7491, 2.0454)

[6]
The following is a DFT calculation (wB97M-V/def2-TZVPD) of C4H8OS2 as an isolated structure at a distorted geometry.

The highest occupied orbital energy comes out at -8.932 eV. The value obtained for the HOMO-LUMO gap is 8.833 eV. The value obtained for the LUMO energy is -0.10 eV.

CARTESIAN COORDINATES (ANGSTROEM)
C (0.2917, -0.8309, -0.0458)
C (-0.9498, -1.2483, -0.8099)
C (0.6858, 0.5839, -0.2990)
C (1.4524, 1.3382, 0.7223)
O (-2.5877, -0.6878, 1.2191)
S (-1.5082, 1.5489, -0.3444)
S (-2.4453, -0.3020, -0.1791)
H (0.1125, -0.9923, 1.0196)
H (1.1169, -1.4812, -0.3657)
H (-0.8810, -1.0236, -1.8721)
H (-1.1703, -2.3041, -0.6614)
H (0.9005, 0.8313, -1.3293)
H (2.4506, 0.8996, 0.8111)
H (0.9767, 1.2870, 1.6964)
H (1.5551, 2.3814, 0.4383)

[7]
The following is a DFT calculation (wB97M-V/def2-TZVPD) of C4H8OSSi as an isolated structure at a distorted geometry.

The highest occupied orbital energy comes out at -8.875 eV. The value obtained for the HOMO-LUMO gap is 9.112 eV. The value obtained for the LUMO energy is 0.24 eV.

CARTESIAN COORDINATES (ANGSTROEM)
C (-0.3591, -1.5202, -1.0975)
C (-0.7912, -2.3527, -1.9840)
C (0.3519, 0.3115, 2.2147)
C (0.1473, 2.0351, -0.3395)
O (-0.9075, -0.6513, -0.2310)
Si (0.3904, 0.3090, 0.3580)
S (1.7088, -1.0341, -0.5405)
H (-0.0431, -3.0601, -2.2990)
H (-1.6818, -2.3527, -2.4489)
H (-0.7061, 0.2698, 2.2178)
H (0.7923, -0.5753, 2.7000)
H (0.7349, 1.2369, 2.5770)
H (-0.1374, 2.5605, 0.5579)
H (1.0648, 2.6559, -0.5705)
H (-0.5642, 2.1676, -1.1146)

[8]
The following is a DFT calculation (wB97M-V/def2-TZVPD) of a 2-piece molecular cluster, C4H8OSSi overall at a distorted geometry.

The highest occupied orbital energy comes out at -7.691 eV. As for the SMILES: C[Si](C)=O.C=C=S. The value obtained for the HOMO-LUMO gap is 7.460 eV. The value obtained for the LUMO energy is -0.23 eV.

CARTESIAN COORDINATES (ANGSTROEM)
C (-1.6418, -0.8057, -1.4886)
Si (-0.7830, 0.0777, -0.0510)
C (-1.6377, -0.2781, 1.5993)
O (0.4861, 0.9024, -0.2019)
H (-2.1972, -0.1007, -2.1033)
H (-0.9040, -1.2786, -2.1330)
H (-2.3372, -1.5728, -1.1561)
H (-1.5195, 0.5540, 2.2889)
H (-2.7010, -0.4788, 1.4885)
H (-1.1863, -1.1500, 2.0708)
C (3.0292, 1.4099, -0.1215)
C (2.4305, 0.2574, -0.0242)
S (2.3478, -1.3108, 0.1520)
H (4.1062, 1.4374, -0.0599)
H (2.5078, 2.3366, -0.2599)